{
  "formula": "C15H30IO7P2S2",
  "method": "ωB97M-V with the def2-TZVPD basis set",
  "lumo_energy_ev": -4.32,
  "charge": 1,
  "symbols": ["C", "C", "C", "C", "C", "C", "C", "C", "P", "I", "P", "C", "O", "H", "H", "H", "H", "H", "H", "H", "H", "H", "H", "H", "H", "H", "H", "O", "S", "O", "O", "C", "C", "C", "H", "H", "H", "H", "H", "H", "H", "H", "O", "S", "O", "O", "C", "C", "C", "H", "H", "H", "H", "H", "H", "H", "H"],
  "xyz": [[-0.29365, -5.17014, 2.20706], [-1.22084, -4.12166, 1.66021], [-2.41026, -4.53498, 1.05772], [-3.30022, -3.60325, 0.53333], [-3.03721, -2.24542, 0.59412], [-1.86186, -1.81541, 1.18433], [-0.96256, -2.75033, 1.70626], [0.32658, -2.22549, 2.31618], [1.69258, -2.40185, 1.10517], [0.92270, -1.94204, -1.12235], [3.46661, -1.25686, 1.72961], [4.63546, -1.80524, 0.45113], [3.17643, 0.28113, 1.29558], [-0.83661, -6.10019, 2.31926], [0.09130, -4.91449, 3.19002], [0.52674, -5.38912, 1.52794], [-2.63033, -5.58737, 0.99698], [-4.21672, -3.95452, 0.08488], [-3.74359, -1.54778, 0.17514], [-1.60850, -0.76945, 1.24639], [0.23206, -1.18782, 2.61265], [0.58824, -2.85898, 3.15669], [2.09485, -3.73897, 1.18983], [4.57627, -2.89091, 0.42710], [5.64331, -1.53861, 0.74416], [4.36728, -1.39459, -0.51599], [2.28892, 0.56540, 1.54679], [2.32809, 4.05318, 4.15908], [1.65825, 4.85237, 3.17810], [0.48630, 4.34043, 2.53434], [2.71772, 5.27795, 2.06924], [3.47499, 4.21559, 1.46055], [2.64909, 3.41359, 0.47526], [1.32591, 6.45442, 3.81567], [3.89458, 3.57978, 2.24231], [4.30595, 4.69995, 0.95310], [1.84251, 2.88395, 0.98367], [3.27609, 2.68054, -0.03288], [2.18892, 4.06373, -0.26759], [2.22739, 6.84412, 4.27943], [0.53380, 6.34399, 4.55278], [0.99376, 7.09165, 3.00073], [-1.23351, 0.51235, -5.72284], [-2.60613, 0.80689, -5.44516], [-2.96608, 2.06783, -4.87942], [-3.18306, -0.36153, -4.52075], [-2.45307, -0.65715, -3.32172], [-2.66137, 0.37917, -2.23240], [-3.59631, 0.49490, -6.86205], [-1.39299, -0.77342, -3.56338], [-2.82086, -1.62694, -2.98861], [-2.24744, 1.34522, -2.51576], [-2.17100, 0.05444, -1.31163], [-3.72406, 0.52271, -2.03853], [-3.33757, -0.47829, -7.26909], [-3.37420, 1.28089, -7.58019], [-4.64269, 0.53661, -6.57246]],
  "forces_ev_per_angstrom": [[-0.20, 0.04, 0.02], [-0.35, -0.07, -0.27], [0.07, 0.68, -0.04], [0.03, -0.43, 0.06], [0.13, -0.03, 0.02], [0.16, -0.57, 0.06], [0.10, 0.45, 0.16], [-0.48, -0.63, -0.70], [-0.34, 0.37, -0.50], [0.15, -0.16, 0.35], [0.73, -0.18, 0.99], [-0.54, -0.02, 0.06], [-0.39, -0.39, -0.47], [-0.08, -0.18, 0.05], [0.19, 0.03, 0.10], [0.24, 0.04, -0.04], [-0.09, -0.18, 0.02], [-0.10, 0.00, -0.08], [-0.06, 0.18, 0.02], [-0.10, 0.24, -0.01], [0.09, 0.18, 0.11], [0.37, 0.18, 0.32], [0.01, -0.05, -0.12], [0.11, -0.19, -0.09], [0.14, 0.19, 0.02], [0.11, 0.05, -0.21], [0.09, 0.51, 0.17], [-0.07, -0.20, 0.03], [0.13, 0.33, -0.09], [-0.07, -0.14, 0.08], [-0.09, 0.12, 0.05], [0.24, -0.41, -0.20], [-0.15, -0.06, 0.01], [0.01, 0.06, 0.01], [-0.06, 0.05, 0.06], [-0.07, 0.19, 0.06], [-0.02, 0.03, -0.01], [0.09, 0.07, -0.01], [0.04, 0.01, -0.02], [0.02, -0.02, -0.01], [0.00, -0.06, 0.00], [0.00, -0.02, -0.02], [0.14, 0.08, 0.05], [-0.20, -0.15, -0.08], [0.10, 0.09, 0.00], [-0.12, -0.02, -0.07], [0.22, -0.09, 0.50], [0.01, 0.16, -0.11], [-0.04, -0.06, -0.03], [-0.02, 0.07, -0.12], [-0.11, -0.02, -0.17], [0.02, -0.01, -0.01], [-0.02, -0.08, -0.02], [-0.01, -0.05, 0.04], [0.01, -0.01, 0.02], [0.04, 0.03, 0.03], [0.00, 0.02, 0.03]],
  "mulliken_charge": [-1.66, 0.95, -0.73, -0.85, -0.56, -0.79, 0.73, -0.85, 0.09, 0.21, 0.21, -1.02, -0.18, 0.45, 0.36, 0.28, 0.42, 0.42, 0.54, 0.45, 0.64, 0.40, 0.18, 0.38, 0.37, 0.31, 0.29, -0.65, 1.24, -0.61, -0.25, -0.40, -0.85, -0.95, 0.35, 0.27, 0.13, 0.36, 0.32, 0.33, 0.38, 0.32, -0.65, 1.26, -0.61, -0.27, -0.42, -0.64, -0.94, 0.35, 0.21, 0.40, 0.00, 0.27, 0.32, 0.38, 0.32]
}